Record 1
H18NO7 | ωB97M-V/def2-TZVPD

ORCA input file:
```
! wB97M-V def2-TZVPD RIJCOSX def2/J DEFGRID3
* xyz 2 2
N 1.040 -1.069 0.974
H 0.636 -0.514 1.745
H 0.666 -2.047 1.132
H 0.496 -0.633 0.233
H 2.044 -0.971 0.959
H 2.085 2.293 -2.900
H 1.434 3.185 -1.790
O 2.203 2.632 -1.980
H 1.592 -4.474 0.815
H 0.044 -4.424 0.776
O 0.842 -3.879 0.721
H 2.725 1.388 -0.935
H 2.599 1.563 0.567
O 2.719 0.855 -0.113
H -3.718 1.075 -1.557
H -3.765 -0.182 -0.905
O -3.293 0.647 -0.766
H -0.842 0.525 4.944
H -1.351 1.823 4.269
O -1.108 0.905 4.094
H -1.816 -0.170 1.728
H -1.627 0.279 0.230
O -1.448 -0.415 0.871
H -0.742 -0.272 -4.551
H -0.739 1.330 -4.565
O -0.676 0.549 -3.997
*
```

For the HOMO-LUMO gap (alpha / beta), the calculation gives 10.680 / 2.372 eV. The energy relative to the best compared isomer or geometry (same formula, charge and spin) is 12.8 kcal/mol.

Record 2
C26H74Cl6O32P8 | ωB97M-V/def2-TZVPD

ORCA input file:
```
! wB97M-V def2-TZVPD RIJCOSX def2/J DEFGRID3
* xyz 0 1
C 13.609 16.098 14.699
Cl 13.510 16.086 12.897
Cl 14.593 17.479 15.247
Cl 14.336 14.547 15.193
H 12.608 16.141 15.101
C 14.717 10.739 6.859
Cl 16.131 9.733 7.300
Cl 13.217 9.954 7.246
Cl 14.784 10.999 5.073
H 14.832 11.700 7.348
C 19.035 7.298 14.140
O 19.393 7.627 12.789
P 19.188 8.995 12.134
O 19.568 8.913 10.761
O 19.927 10.051 13.008
C 20.004 11.480 12.564
O 17.594 9.265 12.369
C 16.805 8.318 11.581
H 19.422 8.061 14.789
H 19.566 6.346 14.280
H 17.966 7.187 14.260
H 20.563 12.043 13.289
H 18.886 11.813 12.621
H 20.462 11.472 11.590
H 17.142 8.222 10.504
H 15.777 8.679 11.715
H 16.969 7.361 12.083
C 20.672 20.190 8.825
O 19.618 19.104 8.716
P 18.132 19.288 9.136
O 17.838 19.228 10.593
O 17.784 20.673 8.470
C 16.529 21.235 8.850
O 17.389 18.169 8.374
C 17.738 17.875 7.030
H 20.373 21.088 8.327
H 21.583 19.735 8.463
H 20.783 20.357 9.864
H 16.763 21.797 9.756
H 15.742 20.539 8.928
H 16.258 22.023 8.084
H 16.855 18.112 6.378
H 17.971 16.830 6.947
H 18.634 18.424 6.697
C 15.295 19.854 12.603
O 14.699 20.285 11.387
P 13.260 20.002 10.824
O 13.017 20.785 9.607
O 12.998 18.487 10.798
C 13.570 17.770 9.711
O 12.203 20.237 12.025
C 12.025 21.648 12.181
H 14.671 20.121 13.502
H 16.280 20.321 12.570
H 15.432 18.755 12.567
H 14.657 17.904 9.758
H 13.231 18.088 8.736
H 13.281 16.717 9.865
H 11.142 21.897 12.818
H 11.778 22.088 11.197
H 12.948 22.189 12.480
C 18.750 12.761 9.176
O 18.062 13.332 8.051
P 18.711 14.123 6.881
O 19.626 15.233 7.210
O 19.316 12.839 5.997
C 20.646 12.324 6.145
O 17.527 14.586 5.965
C 16.555 13.648 5.527
H 19.842 12.681 8.912
H 18.351 11.833 9.420
H 18.570 13.437 10.036
H 21.139 12.556 7.035
H 21.189 12.684 5.296
H 20.593 11.199 5.965
H 17.031 12.941 4.844
H 15.831 14.176 4.891
H 16.054 13.256 6.395
C 18.774 17.765 12.989
O 19.864 16.835 13.249
P 19.714 15.353 12.758
O 20.729 14.464 13.296
O 18.229 14.915 13.082
C 17.760 14.874 14.441
O 19.584 15.502 11.214
C 20.555 16.206 10.514
H 18.715 18.433 13.942
H 17.817 17.285 12.777
H 18.947 18.320 12.120
H 16.814 14.273 14.390
H 17.442 15.863 14.876
H 18.506 14.369 15.079
H 21.554 16.016 10.972
H 20.367 17.278 10.521
H 20.444 15.890 9.490
C 8.755 14.133 12.638
O 8.600 15.486 12.939
P 9.621 16.302 13.737
O 10.372 15.507 14.729
O 10.581 16.957 12.688
C 9.996 17.813 11.658
O 8.644 17.344 14.416
C 9.047 18.173 15.498
H 9.821 14.005 12.498
H 8.415 13.824 11.698
H 8.251 13.466 13.394
H 10.272 18.832 11.843
H 8.916 17.638 11.485
H 10.341 17.474 10.662
H 9.940 18.801 15.312
H 9.248 17.658 16.429
H 8.175 18.757 15.645
C 8.479 15.613 6.847
O 9.324 16.619 6.268
P 10.858 16.841 6.776
O 11.133 16.270 8.141
O 11.748 16.269 5.601
C 13.144 16.224 5.768
O 11.137 18.396 6.604
C 10.403 19.480 7.234
H 8.435 14.722 6.260
H 7.481 16.031 6.988
H 8.907 15.361 7.852
H 13.513 16.740 4.889
H 13.442 15.177 5.888
H 13.419 16.786 6.649
H 9.360 19.488 7.009
H 10.953 20.367 6.817
H 10.398 19.408 8.348
C 12.218 13.911 10.060
O 13.419 13.468 10.709
P 14.790 13.658 9.803
O 14.608 13.558 8.342
O 15.823 12.620 10.347
C 15.950 12.422 11.762
O 15.220 15.081 10.304
C 16.361 15.646 9.648
H 12.300 13.590 9.003
H 11.994 14.961 10.232
H 11.455 13.220 10.471
H 16.883 11.869 11.869
H 15.102 11.832 12.123
H 15.920 13.405 12.377
H 16.638 16.570 10.226
H 15.943 15.954 8.633
H 17.211 14.937 9.607
*
```

For the HOMO-LUMO gap, the calculation gives 10.776 eV.

no.,maximum force (hartree/bohr)
1,0.0458
2,0.0636